No. 1
ORCA calculation (wB97M-V/def2-TZVPD) on a molecular structure, C19H39MoO3P3 in a non-equilibrium geometry.

The geometry in XYZ format:
```
65
Properties=species:S:1:pos:R:3:mulliken_spin:R:1
P 2.917 -0.690 -0.068 -0.31
C 3.593 -0.930 1.609 -0.03
H 4.688 -0.856 1.558 -0.02
H 3.319 -1.917 2.003 0.00
H 3.207 -0.156 2.285 0.00
C 3.491 -2.206 -0.903 -0.04
H 3.404 -2.094 -1.990 0.00
H 2.859 -3.044 -0.580 0.00
H 4.537 -2.396 -0.624 -0.02
C 4.090 0.556 -0.716 -0.04
H 5.112 0.163 -0.638 -0.02
H 4.000 1.479 -0.130 0.01
H 3.858 0.786 -1.762 0.00
P -0.770 2.821 -0.750 -0.14
C -0.790 3.597 0.892 0.00
H -1.253 4.594 0.831 0.00
H 0.227 3.698 1.288 0.00
H -1.371 2.971 1.579 0.00
C 0.124 4.052 -1.765 0.00
H 0.014 3.823 -2.832 0.00
H 1.190 4.017 -1.503 0.00
H -0.275 5.054 -1.556 0.00
C -2.514 3.040 -1.256 0.01
H -2.751 4.113 -1.299 0.00
H -3.157 2.549 -0.513 0.00
H -2.696 2.582 -2.236 0.00
P -2.433 -2.142 0.196 0.14
C -3.101 -2.401 1.827 0.02
H -3.692 -3.329 1.834 0.01
H -3.748 -1.559 2.106 0.00
H -2.278 -2.490 2.549 0.00
C -3.693 -1.947 -1.056 0.02
H -4.448 -2.736 -0.925 0.01
H -3.264 -2.031 -2.062 0.00
H -4.173 -0.965 -0.947 0.00
C -1.309 -3.461 -0.227 0.02
H -1.904 -4.380 -0.365 0.01
H -0.596 -3.599 0.599 0.00
H -0.760 -3.242 -1.153 0.00
Mo 0.019 0.382 -1.560 1.62
C 0.965 0.913 0.393 -0.04
O 1.177 1.295 1.481 0.05
C -1.553 -0.459 0.187 0.13
O -1.871 0.318 1.069 0.49
C -1.327 0.004 -3.197 -0.10
C -0.673 -1.201 -2.879 0.08
C 0.729 -1.250 -2.829 0.01
C 1.483 -0.090 -3.076 0.01
C 0.832 1.100 -3.427 0.07
C -0.568 1.149 -3.482 0.02
H -2.409 0.062 -3.175 -0.01
H -1.252 -2.094 -2.677 0.01
H 1.229 -2.177 -2.565 0.02
H 2.566 -0.115 -3.009 0.01
H 1.410 1.999 -3.604 0.01
H -1.070 2.078 -3.725 0.00
C 0.655 -2.848 4.415 0.00
C 0.409 -1.663 3.505 0.00
O 0.361 -2.028 2.106 0.01
H -0.112 -3.614 4.267 0.00
H 0.631 -2.526 5.457 0.00
H 1.636 -3.294 4.222 0.00
H -0.563 -1.198 3.701 0.00
H 1.182 -0.893 3.637 0.00
H 1.249 -2.343 1.856 0.00
```

## Properties
calculated total energy	-2063.672587	Eh
total charge	+4
2S+1	3
expectation value of S²	2.388
molecular weight	504.4	g/mol

***

No. 2
ORCA calculation (wB97M-V/def2-TZVPD) on 2 unconnected molecules or ions with the total composition C3H2Cl4 in a non-equilibrium geometry.

The geometry in XYZ format:
```
9
Properties=species:S:1:pos:R:3:mulliken_spin:R:1
C -0.998 -0.769 0.218 0.92
C -1.497 0.395 0.029 -0.16
C 1.818 -0.029 -0.052 0.73
Cl -3.330 0.492 -0.113 0.14
Cl 2.666 -1.523 -0.233 0.09
Cl 1.794 0.952 -1.459 0.09
Cl 2.071 0.859 1.428 0.09
H -1.436 -1.699 0.312 0.07
H -1.087 1.321 -0.129 0.01
```

## Properties
calculated total energy	-1956.093319	Eh
total charge	0
2S+1	3
expectation value of S²	2.018
molecular weight	179.9	g/mol

***

Question: Which of these has the highest total charge?
Answer: C19H39MoO3P3